No. 1
{"formula": "C5H9NO3", "method": "wB97M-V/def2-TZVPD", "elements": ["C", "C", "O", "C", "N", "O", "C", "C", "O", "H", "H", "H", "H", "H", "H", "H", "H", "H"], "coordinates": [[1.3708, -1.4183, -0.7457], [0.7316, -0.0837, -1.1198], [-0.7331, -0.2343, -1.3142], [-1.7441, -0.5409, -0.5702], [-1.8867, -0.5539, 0.6621], [-0.5860, -0.5531, 1.2169], [-0.2613, 0.7550, 1.6752], [0.0148, 1.5704, 0.4735], [1.0500, 0.8553, -0.2246], [0.9576, -1.7381, 0.2369], [1.1443, -2.2590, -1.4080], [2.4867, -1.3176, -0.6971], [1.2108, 0.2368, -2.0397], [-2.6850, -0.6019, -1.2513], [-1.1662, 1.0429, 2.1468], [0.4562, 0.6951, 2.5045], [0.5203, 2.5370, 0.6023], [-0.8806, 1.6083, -0.1476]], "molar_mass_g_mol": 131.1, "e_tot_ha": -476.2587, "multiplicity": 1, "relative_energy_kcal_mol": 116.4, "total_charge": 0, "smiles": "C[C@H]1O/C=N\\OCCO1", "lumo_ev": 0.94}

---

No. 2
{"formula": "C34H49N5P2STi", "method": "wB97M-V/def2-TZVPD", "elements": ["Ti", "C", "C", "C", "P", "C", "C", "C", "C", "C", "C", "C", "C", "C", "C", "N", "C", "C", "C", "C", "C", "C", "C", "P", "C", "C", "C", "C", "C", "C", "H", "H", "H", "H", "H", "H", "H", "H", "H", "H", "H", "H", "H", "H", "H", "H", "H", "H", "H", "H", "H", "H", "H", "H", "H", "H", "H", "H", "H", "H", "H", "H", "H", "H", "H", "H", "H", "H", "H", "H", "C", "C", "N", "N", "C", "N", "S", "C", "C", "C", "C", "C", "N", "H", "H", "H", "H", "H", "H", "H", "H", "H"], "coordinates": [[-0.1652, -0.0629, -0.3388], [-2.2019, -4.6016, -1.0324], [-1.7022, -3.2532, -1.5389], [-2.1549, -2.9762, -2.9795], [-2.0251, -1.7949, -0.4356], [-3.8088, -1.3185, -0.5771], [-4.0466, -0.4412, -1.8171], [-4.8794, -2.4150, -0.5736], [-1.7542, -2.5384, 1.1976], [-2.7026, -3.2337, 1.9474], [-2.3609, -4.1056, 2.9687], [-3.4041, -4.7949, 3.8141], [-1.0026, -4.3546, 3.1294], [-0.0414, -3.6478, 2.4251], [-0.3845, -2.6108, 1.5299], [0.5184, -1.7431, 0.8844], [1.8621, -1.6322, 1.3328], [2.3246, -1.7599, 2.6489], [3.6560, -1.5409, 2.9730], [4.5957, -1.1655, 2.0241], [6.0483, -0.9421, 2.3780], [4.1380, -0.9911, 0.7221], [2.8098, -1.2066, 0.3770], [2.0084, -0.9249, -1.2220], [2.9943, 0.2682, -2.2261], [4.3588, -0.1429, -2.7789], [3.0720, 1.5824, -1.4336], [2.0766, -2.5972, -2.0149], [3.4247, -3.3063, -1.9313], [1.5337, -2.5559, -3.4489], [-1.8894, -5.3792, -1.7367], [-1.7913, -4.8475, -0.0531], [-3.2905, -4.6361, -0.9621], [-0.6114, -3.2896, -1.5301], [-3.2353, -3.1162, -3.0803], [-1.9125, -1.9621, -3.3042], [-1.6687, -3.6769, -3.6651], [-3.9364, -0.6926, 0.3087], [-4.2161, -1.0648, -2.6994], [-4.9410, 0.1731, -1.6688], [-3.2199, 0.2232, -2.0301], [-4.7459, -3.0993, -1.4141], [-4.9254, -3.0026, 0.3387], [-5.8542, -1.9354, -0.7035], [-3.7518, -3.1144, 1.7148], [-4.3752, -4.8046, 3.3144], [-3.1228, -5.8290, 4.0241], [-3.5357, -4.2920, 4.7762], [-0.6839, -5.1251, 3.8242], [0.9932, -3.9105, 2.5573], [1.6270, -1.9553, 3.4453], [3.9642, -1.6371, 4.0107], [6.2059, -1.0113, 3.4557], [6.6908, -1.6858, 1.8999], [6.3913, 0.0423, 2.0512], [4.8459, -0.6665, -0.0310], [2.3318, 0.4398, -3.0743], [5.0634, -0.4526, -2.0068], [4.2746, -0.9543, -3.5036], [4.8007, 0.7138, -3.2986], [3.7427, 1.4836, -0.5754], [3.4520, 2.3851, -2.0700], [2.0978, 1.8940, -1.0625], [1.3753, -3.1563, -1.3928], [4.1639, -2.8578, -2.5961], [3.8241, -3.3009, -0.9172], [3.2983, -4.3503, -2.2351], [2.2520, -2.0803, -4.1247], [1.3549, -3.5705, -3.8176], [0.5952, -2.0034, -3.5217], [-3.2515, 1.9342, 1.1301], [-1.8781, 1.4605, 0.7767], [-1.4083, 1.4439, -0.4782], [-2.0122, 2.1529, -1.4870], [-1.5507, 1.7723, -2.6312], [-2.0084, 2.4114, -3.7588], [-0.4315, 0.4408, -2.8171], [-0.8810, 1.1477, 1.7377], [-1.1486, 0.9906, 3.1298], [-0.1151, 1.0519, 4.0108], [1.2092, 1.2280, 3.5397], [1.4268, 1.2091, 2.1940], [0.4367, 1.1407, 1.2708], [-3.7972, 2.1689, 0.2184], [-3.1916, 2.8321, 1.7487], [-3.8137, 1.1848, 1.6957], [-2.3710, 3.3406, -3.6300], [-1.4949, 2.2415, -4.6027], [-2.1696, 0.8685, 3.4685], [-0.3079, 0.9672, 5.0751], [2.0503, 1.2991, 4.2182], [2.4370, 1.2358, 1.8022]], "molar_mass_g_mol": 669.7, "e_tot_ha": -3529.2088, "multiplicity": 1, "total_charge": 0, "lumo_ev": [0.41, 0.06]}

---

No. 3
{"formula": "C20H34Cl12F6O4", "method": "wB97M-V/def2-TZVPD", "elements": ["C", "C", "O", "C", "O", "C", "F", "F", "F", "H", "H", "H", "H", "H", "C", "C", "O", "C", "O", "C", "F", "F", "F", "H", "H", "H", "H", "H", "Cl", "C", "C", "Cl", "H", "H", "H", "H", "Cl", "C", "C", "Cl", "H", "H", "H", "H", "Cl", "C", "C", "Cl", "H", "H", "H", "H", "Cl", "C", "C", "Cl", "H", "H", "H", "H", "Cl", "C", "C", "Cl", "H", "H", "H", "H", "Cl", "C", "C", "Cl", "H", "H", "H", "H"], "coordinates": [[-3.0009, -1.3502, -0.0663], [-3.2109, -2.6955, -0.7470], [-2.8064, -2.7280, -2.1364], [-1.5166, -2.9513, -2.5112], [-0.6047, -3.2059, -1.7620], [-1.2579, -2.7944, -4.0483], [-0.6593, -3.9264, -4.5617], [-2.4384, -2.5673, -4.7343], [-0.4564, -1.7309, -4.1753], [-3.4007, -0.5279, -0.6597], [-1.9580, -1.0611, 0.0635], [-3.6526, -1.3429, 0.8074], [-4.2771, -2.9197, -0.7770], [-2.7174, -3.4699, -0.1596], [2.9016, -1.4912, 2.7574], [1.9226, -0.7618, 1.7991], [1.5939, 0.4853, 2.3577], [0.4262, 0.6332, 3.1096], [-0.4956, -0.1820, 3.0885], [0.4224, 1.9382, 3.9378], [1.3669, 2.7453, 3.5885], [-0.7199, 2.5979, 3.8064], [0.5115, 1.6055, 5.2191], [3.3587, -2.3139, 2.2076], [2.4014, -1.8470, 3.6581], [3.7121, -0.8031, 2.9977], [1.0182, -1.3375, 1.6021], [2.3883, -0.6245, 0.8233], [-0.4261, -0.0388, 0.5705], [0.1944, -0.9329, -0.7717], [1.4503, -0.3291, -1.4553], [0.9494, 0.9560, -2.5469], [-0.6256, -1.1224, -1.4644], [0.4977, -1.9316, -0.4576], [1.8616, -1.1735, -2.0085], [2.1873, 0.1179, -0.7882], [4.6007, 4.1621, 2.7006], [4.1693, 3.0554, 1.3917], [2.8652, 2.4306, 1.5820], [2.3898, 1.5622, 0.1089], [4.8971, 2.2444, 1.4154], [4.2659, 3.5415, 0.4209], [2.0696, 3.1510, 1.7721], [2.8752, 1.6932, 2.3847], [-3.4590, -0.5786, 3.0116], [-2.4830, 0.3826, 1.8741], [-2.3338, 1.8575, 2.2306], [-1.5071, 2.7838, 0.9768], [-2.8809, 0.1429, 0.8881], [-1.4783, -0.0305, 1.9638], [-1.8388, 2.0317, 3.1860], [-3.3773, 2.1725, 2.2242], [-2.4517, -0.4377, -3.3575], [-1.7211, 0.8882, -2.4922], [-2.8378, 1.9381, -2.2583], [-4.2774, 1.4230, -1.2855], [-0.8934, 1.2737, -3.0876], [-1.3540, 0.4668, -1.5563], [-3.1542, 2.3842, -3.2011], [-2.3375, 2.7745, -1.7702], [4.4695, 3.1431, -3.2970], [3.0992, 2.1556, -3.6750], [1.8030, 2.9662, -3.6426], [1.6137, 4.0139, -5.0412], [3.1087, 1.3348, -2.9578], [3.2255, 1.7204, -4.6663], [1.8188, 3.6388, -2.7850], [0.8704, 2.4026, -3.6673], [1.5383, -3.5122, 1.6984], [-0.2188, -3.8351, 1.5107], [-1.0051, -2.6105, 1.9521], [-2.7452, -2.7814, 1.8446], [-0.4470, -4.7032, 2.1291], [-0.3646, -4.0987, 0.4631], [-0.7140, -1.6808, 1.4633], [-0.7400, -2.3853, 2.9852]], "molar_mass_g_mol": 877.9, "e_tot_ha": -7204.4231, "multiplicity": 1, "relative_energy_kcal_mol": 365.4, "total_charge": 0, "lumo_ev": -0.33}

---

No. 4
{"formula": "C4H10N2", "method": "wB97M-V/def2-TZVPD", "elements": ["C", "C", "N", "H", "H", "H", "H", "H", "C", "N", "C", "H", "H", "H", "H", "H"], "coordinates": [[1.5733, -0.0645, -0.6302], [1.3571, 1.2375, -0.4791], [0.5395, 2.0058, -1.2707], [1.2686, -0.6345, -1.5033], [2.0873, -0.7338, 0.0445], [1.8186, 1.7803, 0.3388], [0.1609, 1.6008, -2.1073], [0.5492, 3.0043, -1.2087], [-1.9837, -1.0371, -0.1728], [-1.8227, -0.6531, 1.0157], [-0.5831, -0.9925, 1.6796], [-2.8859, -0.7143, -0.6894], [-1.3070, -1.7138, -0.7019], [-0.0838, -1.9174, 1.3797], [-0.7774, -1.0209, 2.7529], [0.0891, -0.1468, 1.5523]], "molar_mass_g_mol": 86.1, "e_tot_ha": -267.8496, "multiplicity": 1, "relative_energy_kcal_mol": 47.5, "total_charge": 0, "smiles": "C=CN.C=NC", "lumo_ev": 1.08}